Entry from OMol25: a molecular structure, C19H41AsN5SeSi3TcTe (ωB97M-V with the def2-TZVPD basis set).

Cartesian coordinates (Å):
Tc1 0.04673 -1.84171 0.50816
C1 -4.32128 -1.10755 0.60167
Si1 -3.92407 -2.89205 0.91670
C2 -3.93691 -3.29652 2.71844
C3 -4.93426 -4.04057 -0.11949
Se1 -1.72997 -3.32605 0.20757
H1 -5.09821 -0.77341 1.29719
H2 -4.69453 -0.95531 -0.41361
H3 -3.44291 -0.47779 0.75194
H4 -4.95150 -3.19020 3.11620
H5 -3.28419 -2.61484 3.26803
H6 -3.60238 -4.31911 2.90115
H7 -5.99120 -3.97268 0.15858
H8 -4.61285 -5.07628 0.01258
H9 -4.83999 -3.78372 -1.17701
C4 1.87656 5.24540 2.44285
C5 1.24339 3.87937 2.47089
C6 1.72733 2.88167 3.31052
C7 1.14618 1.62167 3.37230
C8 1.68819 0.64272 4.38541
C9 0.05274 1.33897 2.53069
Te1 -0.83876 -0.58988 2.61515
C10 -0.49020 2.34579 1.71569
C11 -1.71884 2.18124 0.85897
C12 0.13281 3.59281 1.69594
H10 2.91930 5.20391 2.75542
H11 1.35480 5.92246 3.12329
H12 1.82931 5.68351 1.44565
H13 2.56938 3.09998 3.95923
H14 2.51322 1.08690 4.94107
H15 2.04664 -0.27085 3.91884
H16 0.92053 0.34862 5.10359
H17 -1.44875 1.90979 -0.16309
H18 -2.27478 3.11888 0.81819
H19 -2.38261 1.40286 1.23111
H20 -0.28561 4.36991 1.06183
C13 -2.62641 -1.70106 -2.95366
Si2 -1.30892 -0.43207 -3.22281
C14 -0.19870 -0.88343 -4.63635
C15 -2.03831 1.26869 -3.34633
As1 0.06879 -0.33862 -1.28962
Si3 2.07429 0.82685 -1.80180
C16 2.78139 1.32975 -0.15226
C17 1.61456 2.30517 -2.82329
C18 3.21553 -0.28000 -2.78806
H21 -3.33822 -1.68956 -3.78491
H22 -3.16704 -1.49548 -2.02842
H23 -2.19668 -2.70221 -2.87796
H24 -0.79113 -1.02525 -5.54563
H25 0.32046 -1.81990 -4.41867
H26 0.55111 -0.11420 -4.83691
H27 -2.69307 1.35064 -4.21895
H28 -1.26974 2.03943 -3.42401
H29 -2.63117 1.47450 -2.45128
H30 2.33069 2.26953 0.17818
H31 3.86618 1.46596 -0.19241
H32 2.55217 0.58943 0.61679
H33 0.99318 2.99962 -2.25233
H34 1.06680 2.01337 -3.72174
H35 2.51885 2.83281 -3.13961
H36 2.97916 -1.33211 -2.62515
H37 4.25921 -0.09504 -2.51318
H38 3.11076 -0.07393 -3.85644
N1 5.09211 -2.99045 -0.46315
N2 4.03721 -2.58039 0.31168
N3 4.09525 -2.59082 1.62751
C19 2.86530 -2.21898 1.94169
N4 2.12920 -1.98943 0.84500
N5 2.91055 -2.24767 -0.20691
H39 5.94008 -2.94647 0.08471
H40 5.11277 -2.46304 -1.32550
H41 2.51045 -2.10360 2.95015

Results
**HOMO energy (alpha / beta)**: -10.179 / -10.500 eV
**Multiplicity**: 4
**Strongest force on any atom**: 0.01622 Eh/bohr
**Energy relative to the best compared isomer or geometry (same formula, charge and spin)**: 0.0 kJ/mol
**Net charge**: +1
**Frontier orbital gap (alpha / beta)**: 6.2 / 6.5 eV
**<S²>**: 3.818

Table of Löwdin atomic charges, one value per atom, all in e: 0.257 -0.214 0.170 -0.222 -0.220 0.289 0.048 0.031 -0.027 0.047 -0.002 0.040 0.046 0.039 0.032 -0.039 -0.267 -0.017 -0.323 -0.089 -0.500 0.982 -0.319 -0.092 -0.026 0.079 0.090 0.080 0.120 0.082 0.025 0.075 0.027 0.089 0.016 0.125 -0.237 0.248 -0.213 -0.214 0.766 0.257 -0.212 -0.216 -0.231 0.049 -0.007 0.021 0.044 0.037 0.020 0.045 0.016 0.030 0.027 0.041 -0.007 0.036 0.014 0.046 -0.003 0.029 0.032 0.169 -0.259 0.166 -0.168 -0.177 0.096 0.116 0.104 0.103



Entry from OMol25: 2 unconnected molecules or ions with the total composition CH3N2O4 at a distorted geometry (ωB97M-V with the def2-TZVPD basis set).

Cartesian coordinates (Å):
C1 1.13729 0.22938 0.08615
N1 -2.18998 1.07883 0.11602
N2 -0.10948 -1.72271 0.25428
O1 -1.32178 1.88224 -0.25032
O2 -1.87600 -0.14993 0.12906
O3 -0.00500 -1.74035 -0.95229
O4 0.72492 -0.86693 0.90233
H1 0.25111 0.88992 -0.06789
H2 1.42883 -0.39153 -0.83353
H3 1.96008 0.79107 0.61619

Results
**HOMO energy**: -3.287 eV
**Multiplicity**: 1
**Strongest force on any atom**: 0.04480 Eh/bohr
**Energy relative to the best compared isomer or geometry (same formula, charge and spin)**: 361.3 kJ/mol
**Net charge**: -1
**Frontier orbital gap**: 7.5 eV

Table of Löwdin atomic charges, one value per atom, all in e: -0.108 -0.310 -0.091 -0.224 -0.226 -0.068 -0.185 0.037 0.086 0.090



Entry from OMol25: a molecular structure, C42H40BrIN6O3PbS at a distorted geometry (ωB97M-V with the def2-TZVPD basis set).

Cartesian coordinates (Å):
Pb1 -0.99095 0.66538 -0.29414
Br1 -2.44757 2.38712 7.23289
C1 -2.33984 2.52649 5.35256
C2 -3.30164 3.25467 4.66800
C3 -3.22543 3.34940 3.28893
C4 -2.19274 2.72132 2.60341
C5 -1.25126 1.97101 3.29560
C6 -1.31550 1.88339 4.67657
N1 -2.07543 2.75267 1.18259
C7 -2.44438 3.77347 0.55382
C8 -2.45142 3.86457 -0.93459
C9 -2.94183 5.00871 -1.53104
C10 -2.99338 5.05850 -2.92142
C11 -2.55879 3.96753 -3.63920
C12 -2.06480 2.86030 -2.94879
N2 -2.00859 2.82366 -1.62967
H1 -4.10939 3.73178 5.20407
H2 -4.00547 3.87741 2.75513
H3 -0.44953 1.47859 2.75300
H4 -0.57054 1.31868 5.22002
H5 -2.77971 4.67424 1.07929
H6 -3.28626 5.83611 -0.92497
H7 -3.37519 5.93638 -3.42499
H8 -2.59481 3.95426 -4.71898
H9 -1.71378 1.97385 -3.46188
C13 7.14289 -3.40623 6.87857
C14 6.18630 -2.75358 5.90991
O1 5.73925 -3.30936 4.94704
S1 5.77736 -1.07413 6.37479
C15 4.61968 -0.64877 5.10954
C16 5.04806 0.02898 3.97409
C17 4.14557 0.36536 2.98126
C18 2.79402 0.02961 3.10072
C19 2.37507 -0.64888 4.24989
C20 3.27636 -0.98169 5.24346
C21 1.85495 0.36855 2.07447
C22 1.02308 0.63989 1.21912
H10 7.88770 -3.96136 6.31186
H11 6.57688 -4.11264 7.48687
H12 7.62800 -2.68602 7.53458
H13 6.09330 0.28963 3.86991
H14 4.47864 0.89382 2.09843
H15 1.33052 -0.91605 4.34753
H16 2.94225 -1.50844 6.12803
O2 -3.68309 -1.35999 -1.89231
C23 -2.91085 -1.25538 -2.90775
O3 -2.19604 -0.25934 -3.14525
C24 -2.94659 -2.43762 -3.81827
C25 -3.67351 -3.58512 -3.51225
C26 -3.67744 -4.65767 -4.38892
C27 -2.96496 -4.59332 -5.58031
C28 -2.25043 -3.44686 -5.89462
C29 -2.24312 -2.37286 -5.01697
H17 -4.22727 -3.62699 -2.58501
H18 -4.23975 -5.54921 -4.14330
H19 -2.97448 -5.43202 -6.26434
H20 -1.70278 -3.38809 -6.82705
H21 -1.71229 -1.45970 -5.25156
C30 2.55538 -1.22067 -4.83040
C31 1.42156 -1.67430 -3.93296
N3 0.77597 -0.50784 -3.36996
C32 1.46482 0.56864 -2.89568
N4 0.89688 1.35365 -2.03447
C33 1.56617 2.56835 -1.60013
C34 2.64700 3.02590 -2.56212
C35 3.53330 1.83361 -2.85491
N5 2.72572 0.76938 -3.42333
C36 3.46872 -0.32871 -4.01807
H22 2.14641 -0.65678 -5.67181
H23 3.11415 -2.07210 -5.22051
H24 1.81638 -2.33739 -3.14852
H25 0.67719 -2.24085 -4.48651
H26 -0.21060 -0.56154 -3.12120
H27 1.99866 2.39546 -0.60804
H28 0.80679 3.34801 -1.47609
H29 3.23260 3.83727 -2.12665
H30 2.20711 3.38547 -3.49605
H31 4.03227 1.50061 -1.93397
H32 4.31070 2.07943 -3.58186
H33 3.96546 -0.92223 -3.23631
H34 4.25470 0.10359 -4.64168
C37 -3.71871 -0.26718 -0.94152
H35 -4.59340 -0.43654 -0.32046
H36 -3.76371 0.67697 -1.48489
I1 -0.21065 -2.76294 -0.30924
C38 -1.59020 -2.56801 1.26345
C39 -2.07396 -3.72942 1.85453
C40 -2.98894 -3.58417 2.88043
C41 -3.37668 -2.30671 3.26471
C42 -2.83049 -1.22639 2.59926
N6 -1.94679 -1.35444 1.60987
H37 -1.74322 -4.70062 1.51768
H38 -3.39691 -4.45793 3.37133
H39 -4.08943 -2.15099 4.06174
H40 -3.11330 -0.21265 2.85594

Results
**HOMO energy**: -5.480 eV
**Multiplicity**: 1
**Strongest force on any atom**: 0.02115 Eh/bohr
**Energy relative to the best compared isomer or geometry (same formula, charge and spin)**: 282.8 kJ/mol
**Net charge**: 0
**Frontier orbital gap**: 4.9 eV

Table of Löwdin atomic charges, one value per atom, all in e: 1.219 0.740 -0.697 -0.124 -0.028 -0.261 -0.022 -0.108 0.056 -0.080 -0.260 -0.015 -0.052 -0.032 -0.107 0.038 0.101 0.112 0.054 0.103 0.128 0.113 0.110 0.109 0.099 -0.081 -0.753 0.039 1.004 -0.554 -0.093 -0.032 -0.260 -0.032 -0.092 -0.182 -0.224 0.086 0.088 0.061 0.105 0.112 0.112 0.107 -0.089 -0.528 -0.057 -0.122 -0.016 -0.080 -0.092 -0.084 -0.037 0.118 0.101 0.099 0.101 0.111 -0.162 -0.193 0.076 -0.372 -0.033 -0.254 -0.163 -0.165 -0.050 -0.167 0.122 0.116 0.108 0.109 0.074 0.090 0.098 0.114 0.117 0.133 0.119 0.131 0.120 -0.201 0.008 -0.013 0.941 -0.754 -0.130 -0.064 -0.051 -0.125 -0.028 0.091 0.110 0.106 0.108



Entry from OMol25: 11 unconnected molecules or ions with the total composition C20H58BClF2NO16S2 at a distorted geometry (ωB97M-V with the def2-TZVPD basis set).

Cartesian coordinates (Å):
C1 8.74413 0.70834 1.20368
O1 7.33075 0.69623 1.53499
B1 6.55774 0.11745 0.58552
O2 6.44078 0.63896 -0.67938
N1 5.79460 -1.17454 1.02171
Cl1 6.82017 -1.99006 2.17634
C2 4.60014 -0.62049 1.80446
C3 3.26850 -1.37910 1.53010
C4 2.34584 -0.68512 0.47078
C5 1.92449 0.72164 0.93369
C6 0.92181 1.43292 -0.05734
S1 -0.77524 1.36503 0.60014
O3 3.40649 -2.78100 1.31017
C7 4.32851 -3.13191 0.29056
S2 5.04665 -4.75862 0.75514
O4 6.45539 -4.76455 0.95276
O5 4.56279 -5.69963 -0.18373
F1 4.36528 -5.14271 2.14794
C8 5.33764 -2.01787 -0.11181
C9 6.49375 -2.49766 -1.04828
C10 5.97000 -3.46276 -2.13859
O6 4.98620 -3.31909 -2.72223
F2 6.80604 -4.48151 -2.38501
H1 9.22588 -0.24208 1.51692
H2 9.20424 1.48722 1.83722
H3 8.95339 0.89194 0.13595
H4 5.57295 1.04874 -0.84214
H5 4.80713 -0.68916 2.88538
H6 4.49352 0.46069 1.58505
H7 2.68927 -1.28625 2.47456
H8 1.42095 -1.30460 0.47316
H9 2.74151 -0.73799 -0.56367
H10 1.39987 0.63849 1.90819
H11 2.76074 1.43308 1.09385
H12 1.03041 0.98361 -1.05870
H13 1.22577 2.49081 -0.11697
H14 -0.72566 2.17470 1.69825
H15 3.71661 -3.32258 -0.61705
H16 4.75438 -1.33052 -0.76087
H17 6.92350 -1.65750 -1.63419
H18 7.33637 -2.92934 -0.48096
C11 -0.06163 -1.96072 3.90294
O7 0.76370 -0.79388 3.95117
H19 0.37150 -2.66522 3.19472
H20 -0.10706 -2.42058 4.88944
H21 -1.06542 -1.68879 3.57162
H22 0.36283 -0.18560 4.58112
C12 -0.43493 -5.59068 1.57180
O8 -0.90692 -4.27057 1.31493
H23 0.25832 -5.55220 2.40989
H24 -1.27123 -6.24516 1.82724
H25 0.08426 -5.98198 0.69345
H26 -1.51798 -4.32424 0.57244
C13 2.36326 4.63635 -1.95832
O9 3.25777 3.72854 -1.31002
H27 1.37411 4.52482 -1.51650
H28 2.70940 5.65609 -1.81645
H29 2.31055 4.40654 -3.02368
H30 4.12311 3.84712 -1.71671
C14 -3.95702 -0.68250 -1.46255
O10 -2.98241 0.15032 -2.08431
H31 -4.66516 -1.01673 -2.21765
H32 -3.47012 -1.55294 -1.01372
H33 -4.48853 -0.11665 -0.69498
H34 -2.36942 0.43328 -1.39745
C15 -2.05924 -3.47310 6.89774
O11 -1.24015 -2.30772 6.95535
H35 -1.61760 -4.17044 6.18857
H36 -2.10975 -3.94482 7.88142
H37 -3.06505 -3.20892 6.56321
H38 -1.64616 -1.70424 7.58655
C16 3.85643 6.23842 -4.83284
O12 4.07908 6.52602 -3.45371
H39 3.54035 5.20107 -4.92316
H40 3.07344 6.88799 -5.22974
H41 4.77845 6.38350 -5.40001
H42 4.35698 7.44672 -3.39640
C17 -6.85722 1.38241 -2.08381
O13 -7.16092 0.50863 -0.99648
H43 -6.55562 0.78471 -2.94044
H44 -7.74088 1.96830 -2.34705
H45 -6.03926 2.04814 -1.80172
H46 -7.42242 1.06377 -0.25053
C18 -5.67750 0.58007 -5.91954
O14 -6.12026 1.90582 -6.18776
H47 -4.99037 0.60690 -5.07557
H48 -6.53450 -0.05135 -5.66877
H49 -5.15941 0.17482 -6.79219
H50 -6.72579 1.86161 -6.93502
C19 -10.67417 0.69674 -0.62738
O15 -9.75501 -0.19443 -0.01399
H51 -11.64591 0.57612 -0.15298
H52 -10.33468 1.73094 -0.49682
H53 -10.76298 0.46976 -1.69312
H54 -8.89810 -0.06926 -0.44864
C20 -8.82148 4.67812 0.87410
O16 -8.41561 3.49860 1.56182
H55 -8.19820 5.50396 1.20941
H56 -8.69580 4.54767 -0.20416
H57 -9.86692 4.90233 1.09856
H58 -8.97768 2.77795 1.25526

Results
**HOMO energy**: -11.250 eV
**Multiplicity**: 1
**Strongest force on any atom**: 0.06096 Eh/bohr
**Net charge**: +1
**Frontier orbital gap**: 7.2 eV

Here are the Löwdin charges for atoms 1 to 99, given in e: -0.017 0.032 -0.734 0.221 -0.353 0.997 -0.042 -0.264 -0.123 -0.257 -0.528 0.728 -0.061 -0.260 0.690 -0.265 -0.213 -0.127 -0.230 -0.015 -0.481 0.224 0.145 0.096 0.112 0.108 0.146 0.139 0.137 0.153 0.144 0.120 0.082 0.102 0.087 0.046 -0.112 0.160 0.162 0.145 0.120 -0.127 -0.148 0.064 0.058 0.089 0.081 -0.152 -0.141 0.074 0.079 0.076 0.074 -0.145 -0.146 0.078 0.067 0.073 0.067 -0.153 -0.146 0.077 0.072 0.072 -0.006 -0.149 -0.145 0.075 0.078 0.080 0.078 -0.144 -0.148 0.070 0.083 0.079 0.085 -0.117 -0.144 0.067 0.083 0.088 0.076 -0.167 -0.129 0.070 0.075 0.076 0.074 -0.157 -0.132 0.080 0.061 0.081 0.025 -0.157 -0.131 0.078 0.072



Entry from OMol25: a single C18H24N2O5S molecule (ωB97M-V with the def2-TZVPD basis set).

Cartesian coordinates (Å):
C1 -3.26324 -0.78079 2.17992
C2 -2.74979 0.61879 1.87305
H1 -3.18375 1.00962 0.94988
H2 -2.96061 1.30310 2.70206
O1 -1.34001 0.59834 1.63525
C3 -0.54124 0.53485 2.70793
O2 -0.93695 0.65817 3.84466
C4 0.85976 0.35113 2.32878
C5 1.95112 0.72150 3.09599
N1 3.07753 0.40846 2.39914
C6 2.74334 -0.18402 1.21106
C7 1.37315 -0.22761 1.13208
S1 0.43580 -0.96140 -0.17157
O3 -0.63713 -1.74843 0.36990
O4 1.32080 -1.62219 -1.08698
N2 -0.19562 0.39213 -0.94201
C8 -0.29175 0.44830 -2.33498
C9 0.84887 0.40614 -3.12502
C10 0.74647 0.52618 -4.49922
C11 -0.48854 0.71501 -5.09526
C12 -1.63299 0.74897 -4.31725
C13 -1.54671 0.59525 -2.94252
O5 -2.68989 0.62599 -2.16116
C14 -3.16190 -0.65660 -1.74974
C15 -3.64870 -1.50912 -2.91566
H3 -2.82328 -1.74470 -3.58422
H4 -4.41584 -0.98015 -3.47705
H5 -4.06511 -2.43697 -2.53375
H6 -3.99197 -0.43224 -1.07462
H7 -2.38547 -1.19822 -1.19445
H8 -2.60543 0.88466 -4.76575
H9 -0.56512 0.82636 -6.16632
H10 1.63840 0.48542 -5.10612
H11 1.80444 0.26756 -2.64731
H12 -1.05125 0.67263 -0.48070
C16 3.77763 -0.65426 0.25750
H13 4.48300 -1.32217 0.75075
H14 4.33591 0.18695 -0.15539
H15 3.28875 -1.18760 -0.55165
C17 4.42931 0.62466 2.83703
H16 4.89409 -0.31862 3.13389
H17 5.01743 1.06271 2.03032
H18 4.43636 1.30210 3.68683
C18 1.97586 1.36927 4.43162
H19 2.53455 0.76488 5.14542
H20 2.42976 2.35968 4.38281
H21 0.95447 1.46531 4.78690
H22 -2.84969 -1.48041 1.45707
H23 -2.94469 -1.08267 3.17447
H24 -4.34839 -0.79850 2.13278

Results
**HOMO energy**: -8.428 eV
**Multiplicity**: 1
**Strongest force on any atom**: 0.01651 Eh/bohr
**Energy relative to the best compared isomer or geometry (same formula, charge and spin)**: 111.2 kJ/mol
**Net charge**: 0
**Frontier orbital gap**: 9.0 eV

Table of Löwdin atomic charges, one value per atom, all in e: -0.053 -0.194 0.117 0.124 -0.050 -0.433 0.112 -0.055 -0.190 -0.051 -0.233 -0.161 0.710 -0.276 -0.286 -0.027 -0.224 -0.021 -0.080 -0.085 -0.014 -0.228 -0.075 -0.236 -0.059 0.076 0.079 0.078 0.121 0.100 0.120 0.101 0.102 0.108 0.095 -0.010 0.089 0.091 0.060 -0.002 0.105 0.097 0.087 -0.004 0.091 0.089 0.074 0.062 0.079 0.079



| no. | E (eV) |
| --- | --- |
| 1 | -187124.3186 |
| 2 | -12251.0958 |
| 3 | -153509.6983 |
| 4 | -96223.3660 |
| 5 | -43108.4639 |